Below is 2 unconnected molecules or ions with the total composition C6H10FNO2 in a non-equilibrium geometry, with properties calculated with ωB97M-V/def2-TZVPD.

Element x y z (Å)
O1 -1.87621 -1.10375 -1.51236
C1 -0.69888 -0.50576 -1.54242
N1 0.18668 -0.35678 -0.65605
C2 1.38744 0.21533 -1.32036
C3 0.78195 0.65074 -2.70795
O2 -0.44037 -0.04892 -2.77755
H1 -2.15075 -1.55716 -0.64499
H2 2.02721 -0.62146 -1.24754
H3 1.92901 0.92344 -0.63535
H4 0.54656 1.76615 -2.63009
H5 1.50244 0.34292 -3.55359
C4 -1.71319 -0.34069 1.85640
C5 -0.57502 0.33971 1.79398
C6 0.73870 0.01358 2.53986
F1 -0.50037 1.52286 1.07084
H6 -1.83305 -1.07611 2.62184
H7 -2.44683 0.09677 1.26584
H8 1.59040 -0.04738 1.85604
H9 0.62502 -0.96696 2.93473
H10 0.91926 0.75346 3.28870

Cartesian forces (eV/Å) of the 6 atoms listed first:
O -1.4 -1.1 1.5
C 0.9 -0.1 0.5
N -0.1 -0.1 0.2
C -1.5 0.2 1.2
C 2.3 1.0 0.5
O -0.3 -0.1 -1.0

Calculated values
ΔE to the lowest compared entry with this formula, charge and spin in kcal/mol: 44.3
Lowest unoccupied orbital energy in Ha: 0.02786
Total energy in eV: -14684.77013
Structure (SMILES): OC1=NCCO1.C=C(C)F
Kohn-Sham gap in eV: 9.882

Löwdin atomic charge list, values in e, 6 entries: O 0.124; C -0.543; N 0.089; C -0.147; C -0.133; O 0.015